No. 1
Here is C24H24BrN6O2SZr as an isolated structure at a distorted geometry from the Open Molecules 2025 dataset. Energies are from ωB97M-V/def2-TZVPD.

The largest force on an atom comes out at 2.92 eV Å⁻¹. As for the calculated total energy: -120444.821 eV. For the highest occupied orbital energy, the calculation gives -15.87 eV.

Structure (ORCA input):
```
! wB97M-V def2-TZVPD RIJCOSX def2/J DEFGRID3
* xyz 3 1
Zr -0.35588 -0.01112 -0.27919
O 3.23564 3.67323 -2.04785
C 2.25867 3.48313 -2.94758
C 2.01593 4.36296 -4.01318
C 0.85509 4.21650 -4.77960
C -0.00006 3.12724 -4.57791
C 0.28394 2.19008 -3.54921
C 1.40877 2.36337 -2.75364
C 1.79358 1.31644 -1.68446
O 0.98704 0.24148 -1.74668
N 1.62975 1.96623 -0.36404
N 1.39575 1.10592 0.66064
C 1.67638 1.59153 1.87526
C 1.55061 0.85680 2.99355
Br -0.59939 -1.39046 1.94895
C 1.46103 0.57032 4.25950
C 1.72488 -0.74052 4.88316
C 1.30168 -1.04476 6.21796
C 1.44149 -2.30874 6.77240
C 2.10237 -3.31939 6.08333
C 2.51311 -3.09210 4.78488
C 2.21718 -1.84882 4.18202
H 4.08392 3.33786 -2.32955
H 2.59595 5.29219 -4.10919
H 0.74807 4.98655 -5.54608
H -0.95121 3.03317 -5.09541
H -0.34086 1.35308 -3.27072
H 2.88533 1.01312 -1.80742
H 2.36383 2.66637 -0.14009
H 2.12038 2.58246 2.00548
H 1.05366 1.27791 4.99711
H 0.70007 -0.37379 6.85821
H 1.10235 -2.42065 7.80762
H 2.32950 -4.25547 6.61188
H 2.93496 -3.93999 4.16650
H 2.52205 -1.68324 3.16248
C -4.25654 -1.87733 -0.97947
C -2.84670 -1.44203 -1.26573
N -2.39620 -0.19150 -1.18844
N -3.42405 0.77449 -1.04725
C -3.12607 2.00733 -0.55626
N -4.11009 2.93347 -0.53969
S -1.46776 2.33680 -0.08408
C -1.78981 -2.38746 -1.53133
C -2.06503 -3.71453 -1.91178
C -1.02238 -4.59247 -1.91748
C 0.28562 -4.11545 -1.90805
C 0.49833 -2.72744 -1.65547
N -0.52833 -1.88873 -1.44711
H -4.62075 -2.74838 -1.54276
H -4.87973 -1.02783 -1.21001
H -4.38116 -2.08618 0.11391
H -4.16465 0.72476 -1.75131
H -5.01299 2.69748 -0.92881
H -4.06392 3.85231 -0.17355
H -3.13835 -3.95880 -1.99157
H -1.18637 -5.69940 -1.85659
H 1.13353 -4.80282 -2.11649
H 1.51782 -2.24517 -1.73981
*
```



No. 2
Here is one molecule with the formula C24H24BrNO3S from the Open Molecules 2025 dataset. Energies are from ωB97M-V/def2-TZVPD.

As for the SMILES: C=C[C@@H](COCc1ccccc1)N(Cc1ccccc1)S(=O)(=O)c1ccccc1Br. The largest force on an atom comes out at 0.99 eV Å⁻¹. As for the calculated total energy: -113786.441 eV. For the highest occupied orbital energy, the calculation gives -8.96 eV. As for the energy above the lowest of the compared OMol25 structures with the same formula, charge and spin: 0.0000 eV.

Structure (ORCA input):
```
! wB97M-V def2-TZVPD RIJCOSX def2/J DEFGRID3
* xyz 0 1
C 1.10177 2.89509 2.34647
C -0.01884 2.67086 1.68742
C -0.14307 2.40349 0.21465
C 1.14701 2.53420 -0.60468
O 2.12337 1.61943 -0.17517
C 3.18328 1.47783 -1.08919
C 4.19987 0.49067 -0.58060
C 5.37609 0.29469 -1.29536
C 6.32139 -0.61158 -0.85236
C 6.10240 -1.33178 0.31071
C 4.93356 -1.13982 1.02560
C 3.98541 -0.23311 0.58266
N -0.78981 1.10907 0.01587
C -0.10696 -0.07081 0.52754
C -1.12097 -1.13384 0.83989
C -1.09352 -2.35942 0.18980
C -2.06166 -3.31355 0.45236
C -3.06970 -3.04861 1.36287
C -3.09782 -1.83150 2.02342
C -2.12485 -0.88276 1.76844
S -1.39449 0.87279 -1.52459
O -1.73356 2.14821 -2.08527
O -0.54339 0.01194 -2.29557
C -2.93889 -0.01010 -1.26284
C -3.14997 -1.20157 -1.93118
C -4.35899 -1.86382 -1.80452
C -5.36006 -1.32376 -1.01227
C -5.15989 -0.12562 -0.34940
C -3.94415 0.52775 -0.48467
Br -3.66726 2.15069 0.41897
H 1.09633 3.08947 3.40599
H 2.06280 2.88899 1.86354
H -0.97247 2.66662 2.19940
H -0.84652 3.13407 -0.20524
H 1.52491 3.56651 -0.52686
H 0.88495 2.34355 -1.65671
H 3.66960 2.45427 -1.25887
H 2.79190 1.13366 -2.06268
H 5.54812 0.85629 -2.20277
H 7.23214 -0.75618 -1.41491
H 6.84173 -2.03893 0.65692
H 4.75686 -1.69807 1.93350
H 3.07347 -0.07678 1.13625
H 0.42612 0.23287 1.43183
H 0.61740 -0.44225 -0.20486
H -0.31457 -2.55957 -0.53095
H -2.03167 -4.26448 -0.05881
H -3.82948 -3.78990 1.56149
H -3.87790 -1.62261 2.74065
H -2.14161 0.06621 2.28395
H -2.34837 -1.58517 -2.54190
H -4.52022 -2.79531 -2.32389
H -6.30559 -1.83396 -0.91006
H -5.93419 0.30561 0.26600
*
```



No. 3
Here is C24H24ClN6O13W as an isolated structure at a distorted geometry from the Open Molecules 2025 dataset. Energies are from ωB97M-V/def2-TZVPD.

The largest force on an atom comes out at 3.12 eV Å⁻¹. As for the calculated total energy: -75166.372 eV. For the highest occupied orbital energy (alpha / beta), the calculation gives -11.98 / -11.98 eV. As for the energy above the lowest of the compared OMol25 structures with the same formula, charge and spin: 1.7036 eV.

Structure (ORCA input):
```
! wB97M-V def2-TZVPD RIJCOSX def2/J DEFGRID3
* xyz 1 1
W -0.49150 0.26210 0.26190
O 1.78700 -2.90300 -1.42620
C 1.05050 -1.95920 -1.19400
N 0.96300 -1.26990 -0.00210
C 1.68590 -1.81260 1.04690
O 2.51490 -2.70560 0.96730
C 1.31830 -1.14860 2.31060
C 1.98590 -1.45380 3.50250
C 1.68760 -0.74170 4.63970
C 0.73690 0.28980 4.55530
C 0.08440 0.50790 3.36410
N 0.32360 -0.21470 2.25110
C 0.08730 -1.42650 -2.18350
C 0.05880 -1.94070 -3.48160
C -0.80040 -1.38580 -4.40460
C -1.63350 -0.33500 -3.99950
C -1.58890 0.09150 -2.69050
N -0.74880 -0.42930 -1.77350
H 2.72380 -2.23900 3.48500
H 2.16450 -0.97000 5.57930
H 0.50140 0.89700 5.41460
H -0.68330 1.26800 3.25760
H 0.73250 -2.74890 -3.72150
H -0.82860 -1.75120 -5.41870
H -2.30360 0.14070 -4.69700
H -2.24160 0.87910 -2.32360
O -2.33910 -0.13870 2.37460
C -3.46480 -0.50510 2.06450
C -3.73550 -1.58430 1.13880
C -4.98640 -2.19580 1.06790
C -5.16360 -3.30230 0.26120
C -4.10810 -3.80540 -0.50710
C -2.87870 -3.19520 -0.47350
C -2.64700 -2.07880 0.36000
O -1.45220 -1.54070 0.42830
N -6.45820 -3.96110 0.22990
O -6.56480 -4.93590 -0.47560
O -7.33030 -3.48700 0.92030
H -4.34980 -0.04760 2.54030
H -5.81950 -1.83890 1.65690
H -4.28890 -4.67700 -1.12090
H -2.05680 -3.56780 -1.06750
C 0.28880 3.90190 1.69490
N 1.68680 3.52480 1.67760
C 2.52930 4.28270 2.57790
C 2.08670 2.42110 1.02050
O 1.24010 1.48760 0.78140
N 3.38220 2.27620 0.68900
C 3.89950 1.00140 0.23510
C 4.21570 3.40020 0.30540
H 0.22150 4.97190 1.49570
H -0.16880 3.69100 2.66420
H -0.26490 3.36320 0.92130
H 2.01620 4.36060 3.53950
H 2.71250 5.29270 2.20830
H 3.47700 3.77880 2.73760
H 3.21790 0.19270 0.48770
H 4.86300 0.82830 0.71940
H 4.03520 1.00230 -0.84920
H 3.63240 4.31280 0.25310
H 4.60650 3.20780 -0.69450
H 5.05820 3.51700 0.98940
O -2.20240 0.95200 0.01690
O -1.51660 1.59460 1.02680
O 1.50580 0.86740 -1.65010
Cl 0.89190 2.12740 -1.93140
O 0.55680 2.23190 -3.27720
O 1.71280 3.17540 -1.49170
O -0.32350 2.12210 -1.12490
*
```



No. 4
Here is C24H24IN2PPd as an isolated structure from the Open Molecules 2025 dataset. Energies are from ωB97M-V/def2-TZVPD.

The largest force on an atom comes out at 0.31 eV Å⁻¹. As for the calculated total energy: -49114.700 eV. For the highest occupied orbital energy, the calculation gives -14.14 eV. As for the energy above the lowest of the compared OMol25 structures with the same formula, charge and spin: 0.1049 eV.

Structure (ORCA input):
```
! wB97M-V def2-TZVPD RIJCOSX def2/J DEFGRID3
* xyz 2 1
Pd 0.04942 0.24926 -2.02085
I 2.24803 -1.04517 -2.06600
C 3.28877 -0.37110 -0.38061
C 4.62312 -0.20333 -0.62452
C 5.50168 0.07680 0.43607
C 5.00466 0.14133 1.70025
C 3.62165 -0.02073 1.96123
C 3.18132 0.02452 3.30419
C 1.86501 -0.12436 3.61520
C 0.93606 -0.25792 2.57490
C 1.30030 -0.31550 1.24435
P -0.16086 -0.37266 0.15487
C -0.90633 -2.01307 0.21328
C -1.43142 -2.51159 1.40999
C -1.95693 -3.79041 1.45755
C -1.96507 -4.58571 0.31788
C -1.45213 -4.09853 -0.87368
C -0.92381 -2.81722 -0.92685
C -1.31211 0.80864 0.89440
C -0.82641 2.06882 1.25753
C -1.69990 3.04399 1.70917
C -3.06153 2.77167 1.80006
C -3.54941 1.52751 1.42912
C -2.67995 0.54641 0.96656
C 2.69066 -0.24486 0.90227
H 5.01988 -0.30418 -1.62610
H 6.55566 0.20886 0.23759
H 5.66382 0.31643 2.54064
H 3.91943 0.17673 4.08136
H 1.52564 -0.10371 4.64113
H -0.11060 -0.27941 2.84675
H -1.44179 -1.90840 2.30783
H -2.36080 -4.16854 2.38681
H -2.37452 -5.58590 0.36157
H -1.46130 -4.71499 -1.76218
H -0.52739 -2.44922 -1.86390
H 0.23537 2.28205 1.20551
H -1.31933 4.01338 2.00171
H -3.74032 3.53089 2.16470
H -4.60708 1.31382 1.50530
H -3.07111 -0.42099 0.67767
N -1.77491 1.31051 -2.07948
C -2.06138 1.80862 -3.45663
C -0.75013 2.14916 -4.13198
N 0.13571 0.95693 -4.06716
H -2.51673 0.69098 -1.76335
H -1.76228 2.07416 -1.40634
H -2.70729 2.68547 -3.41986
H -2.59351 1.02593 -3.99714
H -0.25260 2.95615 -3.59298
H -0.90931 2.47909 -5.15879
H 1.07772 1.21250 -4.35160
H -0.17564 0.25691 -4.73743
*
```